C49H125N7O16 | the ωB97M-V functional and the def2-TZVPD basis

Last column: Mulliken charge in e.
Geometry (Å):
C  4.725  0.397  7.608  -1.1650
C  4.105  1.837  7.395  0.3424
C  5.075  2.794  6.687  -1.1250
O  2.871  1.819  6.757  -0.5129
H  3.969  -0.339  7.884  0.3360
H  5.443  0.468  8.425  0.3640
H  5.213  0.093  6.682  0.2452
H  3.916  2.105  8.435  0.2686
H  6.084  2.831  7.098  0.3393
H  4.735  3.829  6.713  0.2983
H  5.153  2.506  5.639  0.2878
H  2.982  1.356  5.923  0.3228
C  5.309  -2.910  -5.376  -1.1611
C  5.604  -4.393  -5.288  0.4286
C  4.529  -5.202  -4.561  -1.2110
O  5.807  -5.013  -6.530  -0.5482
H  6.108  -2.484  -5.983  0.3065
H  5.443  -2.434  -4.405  0.3430
H  4.285  -2.779  -5.725  0.2739
H  6.490  -4.433  -4.654  0.2574
H  3.702  -5.387  -5.247  0.3132
H  4.081  -4.854  -3.630  0.3422
H  4.887  -6.224  -4.434  0.3192
H  5.010  -5.069  -7.061  0.3368
C  0.206  0.597  0.597  -1.2626
C  1.643  1.072  0.645  0.4747
C  1.803  2.634  0.713  -1.1786
O  2.151  0.504  1.847  -0.5433
H  -0.337  1.149  1.364  0.3037
H  0.164  -0.470  0.815  0.3238
H  -0.296  0.745  -0.359  0.3600
H  2.223  0.648  -0.175  0.2482
H  1.295  2.983  1.612  0.2967
H  1.375  3.167  -0.136  0.3436
H  2.861  2.891  0.763  0.3373
H  3.090  0.684  1.930  0.2961
C  7.119  -6.019  6.902  -0.6347
O  6.422  -6.813  5.970  -0.3642
C  7.257  -7.627  5.224  -0.6439
C  8.084  -6.977  4.075  -0.5761
N  7.263  -5.942  3.462  -0.3009
C  7.940  -5.318  2.348  -0.6788
C  7.145  -3.948  2.002  -0.6041
O  7.322  -2.917  2.941  -0.3301
C  8.478  -2.849  3.751  -0.5481
H  6.454  -5.722  7.713  0.2862
H  7.508  -5.070  6.531  0.1708
H  7.888  -6.591  7.420  0.3134
H  6.531  -8.282  4.743  0.3243
H  7.902  -8.297  5.792  0.4538
H  8.336  -7.740  3.338  0.3893
H  8.998  -6.551  4.488  0.3433
H  6.975  -5.310  4.195  0.2561
H  7.782  -5.910  1.447  0.3937
H  8.998  -5.148  2.543  0.3481
H  6.083  -4.102  1.812  0.3401
H  7.422  -3.603  1.006  0.3725
H  9.374  -2.779  3.134  0.3304
H  8.524  -3.754  4.357  0.0863
H  8.486  -2.121  4.561  0.2718
C  -6.418  0.766  6.794  -0.7089
O  -6.816  1.760  5.931  -0.3070
C  -5.900  2.851  5.898  -0.5738
C  -6.471  4.003  5.073  -0.8233
N  -7.781  4.364  5.613  -0.3537
C  -8.586  5.263  4.840  -0.6184
C  -9.995  5.236  5.409  -0.7799
O  -10.739  4.064  4.968  -0.3350
C  -11.951  3.981  5.732  -0.6867
H  -6.355  1.209  7.788  0.3193
H  -5.389  0.500  6.549  0.2852
H  -7.044  -0.126  6.766  0.2268
H  -4.967  2.521  5.441  0.4486
H  -5.704  3.231  6.900  0.3613
H  -6.483  3.808  4.000  0.3968
H  -5.826  4.875  5.189  0.3590
H  -8.352  3.530  5.627  0.2862
H  -8.678  4.918  3.810  0.3229
H  -8.051  6.207  4.945  0.4149
H  -10.557  6.111  5.083  0.5316
H  -10.051  5.365  6.489  0.3871
H  -11.706  4.073  6.790  0.3010
H  -12.517  3.069  5.540  0.2598
H  -12.670  4.727  5.396  0.2865
C  -6.079  -7.545  -8.970  -0.7292
O  -6.098  -6.505  -7.945  -0.3688
C  -4.999  -6.624  -6.962  -0.3055
C  -3.560  -6.593  -7.476  -0.8897
N  -3.011  -5.301  -7.949  -0.3065
C  -2.547  -4.546  -6.806  -0.4233
C  -2.025  -3.129  -7.338  -0.5266
O  -1.382  -2.407  -6.279  -0.3182
C  -0.953  -1.069  -6.672  -0.7224
H  -5.987  -8.541  -8.537  0.3148
H  -5.272  -7.364  -9.680  0.2695
H  -6.918  -7.484  -9.663  0.2758
H  -5.192  -7.562  -6.443  0.3604
H  -5.035  -5.746  -6.316  0.2661
H  -3.514  -7.226  -8.362  0.3851
H  -2.938  -7.084  -6.727  0.4070
H  -3.767  -4.847  -8.442  0.2842
H  -1.764  -5.086  -6.274  0.3232
H  -3.358  -4.353  -6.104  0.1950
H  -2.919  -2.628  -7.711  0.3085
H  -1.323  -3.267  -8.161  0.3559
H  -1.053  -0.406  -5.813  0.2736
H  -1.648  -0.610  -7.375  0.3206
H  0.088  -0.988  -6.986  0.2496
C  -6.008  -6.657  -1.106  -0.6977
O  -7.391  -6.972  -1.408  -0.3116
C  -8.527  -6.322  -0.795  -0.5516
C  -9.837  -7.122  -1.053  -0.6272
N  -10.107  -7.299  -2.461  -0.3225
C  -11.317  -8.095  -2.671  -0.4625
C  -11.467  -8.152  -4.231  -0.4573
O  -12.702  -8.800  -4.569  -0.3626
C  -13.849  -8.012  -4.421  -0.6566
H  -5.728  -7.097  -0.149  0.2613
H  -5.879  -5.575  -1.131  0.3013
H  -5.457  -7.026  -1.972  0.2199
H  -8.659  -5.323  -1.211  0.3059
H  -8.316  -6.311  0.274  0.3933
H  -10.577  -6.506  -0.542  0.3053
H  -9.747  -8.106  -0.594  0.3814
H  -9.325  -7.674  -2.980  0.2484
H  -12.142  -7.553  -2.208  0.3001
H  -11.145  -9.065  -2.206  0.2592
H  -10.619  -8.771  -4.523  0.3029
H  -11.370  -7.161  -4.675  0.3658
H  -14.784  -8.560  -4.534  0.2649
H  -13.852  -7.211  -5.160  0.2753
H  -13.929  -7.557  -3.433  0.2655
C  -10.981  -0.644  -5.874  -0.7636
O  -9.641  -0.290  -5.588  -0.3239
C  -9.016  -0.923  -4.459  -0.6647
C  -7.742  -0.150  -4.120  -0.6912
N  -7.965  1.086  -3.414  -0.3288
C  -6.721  1.706  -3.021  -0.4534
C  -6.927  3.191  -2.652  -0.5391
O  -5.688  3.868  -2.382  -0.2951
C  -5.964  5.245  -2.265  -0.7390
H  -11.589  -0.297  -5.038  0.3136
H  -11.273  -1.690  -5.970  0.3005
H  -11.323  -0.123  -6.768  0.2617
H  -8.841  -1.955  -4.760  0.4099
H  -9.736  -0.882  -3.641  0.3401
H  -7.297  0.077  -5.089  0.3852
H  -6.958  -0.817  -3.758  0.4981
H  -8.616  1.660  -3.930  0.2410
H  -6.065  1.647  -3.890  0.3094
H  -6.302  1.163  -2.174  0.2022
H  -7.561  3.258  -1.767  0.3559
H  -7.429  3.589  -3.534  0.3100
H  -6.399  5.706  -3.151  0.3062
H  -4.993  5.708  -2.088  0.2634
H  -6.543  5.517  -1.382  0.3012
C  8.614  4.253  -1.735  -0.7201
O  9.072  3.805  -0.469  -0.3044
C  10.031  4.779  0.113  -0.5353
C  10.463  4.425  1.569  -0.5552
N  11.222  5.462  2.185  -0.1578
C  11.476  5.099  3.568  -0.7321
C  12.478  6.091  4.162  -0.5490
O  13.597  5.915  3.363  -0.3512
C  14.284  7.085  2.921  -0.7710
H  9.382  4.169  -2.504  0.2795
H  8.133  5.231  -1.726  0.3167
H  7.807  3.546  -1.930  0.2457
H  9.612  5.773  -0.041  0.3286
H  10.950  4.815  -0.472  0.2756
H  11.092  3.538  1.483  0.2944
H  9.565  4.283  2.169  0.3460
H  12.096  5.647  1.714  0.1818
H  11.812  4.073  3.717  0.3803
H  10.541  5.085  4.129  0.4135
H  12.732  5.870  5.199  0.3346
H  12.133  7.124  4.121  0.3690
H  14.356  7.872  3.672  0.3436
H  13.719  7.631  2.167  0.3025
H  15.256  6.870  2.479  0.2683
C  8.353  12.731  0.947  -1.1881
C  8.668  11.242  1.301  0.3869
C  7.397  10.337  1.105  -0.7903
O  6.262  10.877  1.832  -0.3265
C  5.025  10.330  1.429  -0.7522
N  9.696  10.635  0.439  -0.6886
H  9.285  13.274  1.111  0.3690
H  7.652  13.136  1.676  0.3205
H  7.915  12.944  -0.028  0.3047
H  8.819  11.113  2.373  0.2109
H  7.628  9.339  1.478  0.3507
H  7.064  10.217  0.074  0.4106
H  4.720  10.684  0.444  0.3019
H  4.226  10.592  2.123  0.2538
H  5.093  9.242  1.419  0.3140
H  9.828  9.818  1.019  0.2481
H  10.513  11.212  0.576  0.2704

SMILES: COC[C@H](C)N.COCCNCCOC.COCCNCCOC.COCCNCCOC.COCCNCCOC.COCCNCCOC.COCCNCCOC.CC(C)O.CC(C)O.CC(C)O
Relative energy (zero: lowest compared OMol25 entry of this formula, charge and spin), kcal/mol: 107.3
Max |F|, eV/Å: 3.56